1.
A molecular structure, C37H77AlBN4P3, computed with ωB97M-V/def2-TZVPD.

The calculation puts the calculated total energy at -2966.06080 a.u. The energy above the lowest of the compared OMol25 structures with the same formula, charge and spin is 7.7 kcal per mole. The LUMO energy comes out at -4.746 eV. The orbital gap is 7.90 eV. The HOMO energy comes out at -0.465 Eh.

Geometry as ORCA input:
```
! wB97M-V def2-TZVPD RIJCOSX def2/J DEFGRID3
* xyz 2 1
Al -0.60 -0.22 0.16
C -5.30 1.60 -0.05
C -4.46 0.31 -0.05
C -4.16 -0.08 1.39
C -5.29 -0.81 -0.69
P -2.80 0.56 -0.89
C -2.37 2.32 -0.52
N -0.95 2.54 -0.70
B 0.12 1.66 -0.35
N 1.32 2.40 -0.55
C 2.69 2.10 -0.17
P 3.15 0.31 -0.25
C 4.21 0.19 1.30
C 3.24 0.41 2.48
C 5.35 1.20 1.43
C 4.77 -1.23 1.40
C 4.18 0.28 -1.82
C 5.47 1.10 -1.82
C 4.52 -1.16 -2.19
C 3.24 0.86 -2.90
C 0.98 3.65 -1.07
C 1.78 4.72 -1.44
C 1.16 5.86 -1.93
C -0.23 5.95 -2.02
C -1.03 4.89 -1.63
C -0.41 3.75 -1.15
C -2.92 0.50 -2.76
C -1.66 1.16 -3.36
C -2.99 -0.96 -3.22
C -4.13 1.27 -3.29
H -6.25 1.38 0.44
H -5.54 1.94 -1.06
H -4.84 2.41 0.50
H -5.10 -0.17 1.95
H -3.54 0.66 1.90
H -3.67 -1.06 1.43
H -6.20 -0.92 -0.11
H -4.78 -1.77 -0.69
H -5.59 -0.58 -1.71
H -2.67 2.53 0.51
H -2.95 2.99 -1.16
H 2.87 2.46 0.84
H 3.36 2.69 -0.81
H 3.03 1.47 2.65
H 3.69 0.02 3.39
H 2.28 -0.10 2.33
H 5.04 2.22 1.24
H 6.17 0.97 0.75
H 5.75 1.16 2.44
H 3.98 -1.97 1.35
H 5.29 -1.35 2.35
H 5.49 -1.44 0.61
H 6.27 0.60 -1.28
H 5.36 2.10 -1.40
H 5.81 1.23 -2.85
H 5.29 -1.58 -1.54
H 4.91 -1.19 -3.21
H 3.65 -1.82 -2.16
H 3.05 1.92 -2.75
H 2.29 0.34 -2.93
H 3.72 0.75 -3.88
H 2.86 4.68 -1.36
H 1.77 6.70 -2.24
H -0.68 6.85 -2.40
H -2.11 4.98 -1.68
H -0.73 0.80 -2.92
H -1.68 2.24 -3.26
H -1.64 0.92 -4.42
H -2.09 -1.51 -2.93
H -3.04 -0.97 -4.31
H -3.86 -1.48 -2.84
H -4.16 2.30 -2.94
H -5.08 0.80 -3.04
H -4.06 1.31 -4.38
C -1.27 -5.18 0.77
C -1.64 -3.70 0.59
C -2.84 -3.56 -0.35
P -0.22 -2.65 0.03
C 0.11 -3.12 -1.73
C 0.67 -1.94 -2.50
C 0.95 -4.37 -2.01
C 1.19 -2.92 1.20
C 2.16 -4.06 0.91
C 0.69 -3.03 2.66
H -2.15 -5.71 1.15
H -0.46 -5.34 1.46
H -1.02 -5.64 -0.19
H -1.92 -3.29 1.56
H -2.74 -4.19 -1.23
H -2.98 -2.53 -0.69
H -3.74 -3.87 0.17
H -0.90 -3.32 -2.08
H 1.69 -1.72 -2.19
H 0.08 -1.03 -2.38
H 0.68 -2.17 -3.57
H 2.01 -4.17 -1.87
H 0.81 -4.64 -3.05
H 0.69 -5.23 -1.40
H 1.76 -1.99 1.11
H 1.67 -5.03 0.87
H 2.89 -4.10 1.73
H 2.71 -3.91 -0.01
H 0.59 -4.08 2.95
H -0.29 -2.57 2.85
H 1.41 -2.58 3.33
C -2.17 0.64 4.67
C -1.13 1.51 3.97
C -1.48 2.98 4.11
C 0.27 1.24 4.53
N -1.19 1.26 2.50
N -0.93 -0.11 2.14
H -2.28 0.96 5.70
H -1.89 -0.42 4.69
H -3.15 0.74 4.19
H -1.47 3.27 5.17
H -2.46 3.19 3.70
H -0.75 3.61 3.60
H 0.28 1.42 5.60
H 1.01 1.88 4.06
H 0.58 0.20 4.40
H -0.48 1.81 2.02
H -1.76 -0.64 2.41
H -0.15 -0.50 2.68
*
```

---

2.
2 unconnected molecules or ions with the total composition C17H28F12N2O2PS, computed with ωB97M-V/def2-TZVPD.

The calculation puts the calculated total energy at -2862.17516 a.u. The LUMO energy comes out at -2.191 eV. The orbital gap is 10.06 eV. The HOMO energy comes out at -0.450 Eh.

Geometry as ORCA input:
```
! wB97M-V def2-TZVPD RIJCOSX def2/J DEFGRID3
* xyz 1 1
C 1.35 1.43 4.22
C 0.53 1.73 3.40
C -0.34 1.99 2.25
C -0.55 0.72 1.42
C 0.78 -0.04 1.31
P 1.02 -1.07 -0.16
C 1.08 -2.82 0.27
N 1.25 -3.68 -0.90
C -0.21 -0.79 -1.44
C -1.61 -1.29 -1.01
C -2.06 -2.58 -1.69
C -3.53 -2.95 -1.44
C -4.56 -2.02 -2.09
F -5.50 -2.76 -2.72
F -3.95 -1.22 -3.00
C -5.28 -1.16 -1.00
F -6.15 -1.99 -0.40
F -4.40 -0.76 -0.06
S -6.23 0.38 -1.60
F -6.06 1.06 -0.18
F -7.62 -0.20 -1.14
F -6.41 -0.29 -3.03
F -4.83 1.01 -2.04
F -6.94 1.68 -2.13
C 2.69 -0.67 -0.84
O 2.73 -0.89 -2.24
C 2.78 0.24 -3.00
F 1.85 1.14 -2.60
F 3.96 0.84 -2.92
F 2.53 -0.10 -4.25
H 2.09 1.22 4.95
H 0.12 2.76 1.62
H -1.29 2.38 2.60
H -0.98 0.98 0.45
H -1.28 0.09 1.94
H 1.63 0.65 1.33
H 0.89 -0.71 2.17
H 1.93 -2.94 0.94
H 0.17 -3.05 0.83
H 0.67 -4.51 -0.82
H 0.97 -3.23 -1.76
H -0.25 0.29 -1.56
H 0.12 -1.21 -2.40
H -1.70 -1.42 0.07
H -2.31 -0.49 -1.26
H -1.84 -2.58 -2.76
H -1.48 -3.40 -1.27
H -3.68 -3.93 -1.90
H -3.73 -3.08 -0.38
H 3.39 -1.36 -0.37
H 2.98 0.35 -0.55
C 3.31 2.93 2.07
O 2.87 1.99 1.42
N 4.62 3.17 2.25
C 5.09 4.30 3.03
C 5.59 2.28 1.64
H 2.66 3.66 2.57
H 5.70 4.96 2.41
H 5.69 3.96 3.87
H 4.24 4.87 3.41
H 5.46 2.26 0.56
H 5.45 1.26 2.01
H 6.59 2.62 1.88
*
```

---

3.
A molecular structure, C30H46ClCsNO7PS in a non-equilibrium geometry, computed with ωB97M-V/def2-TZVPD.

The calculation puts the calculated total energy at -2971.69063 a.u. The energy above the lowest of the compared OMol25 structures with the same formula, charge and spin is 163.0 kcal per mole. The LUMO energy (spin up / spin down) comes out at 3.836 / 3.837 eV. The orbital gap (spin up / spin down) is 3.86 / 4.37 eV. The HOMO energy (spin up / spin down) comes out at -0.001 / -0.020 Eh.

Geometry as ORCA input:
```
! wB97M-V def2-TZVPD RIJCOSX def2/J DEFGRID3
* xyz -2 1
Cs 4.11 -0.37 -0.82
C 2.21 4.40 2.26
C 1.23 4.77 1.15
C 0.38 5.98 1.55
C 0.35 3.60 0.76
C 0.24 3.23 -0.56
C -0.54 2.16 -0.99
C -0.39 1.87 -2.48
C -1.57 1.26 -3.23
C 0.90 1.06 -2.68
C -1.25 1.41 -0.03
C -1.16 1.79 1.32
C -0.37 2.87 1.69
C -1.96 1.09 2.41
C -3.14 1.96 2.87
C -1.09 0.70 3.60
C -2.34 0.44 -0.38
C -3.59 1.02 -0.63
C -4.72 0.26 -0.88
C -4.62 -1.12 -0.86
C -3.38 -1.70 -0.62
C -2.22 -0.96 -0.39
P -0.57 -1.78 -0.05
C -0.18 -2.82 -1.60
C 0.86 -3.89 -1.23
C 0.57 -1.88 -2.56
C -1.33 -3.46 -2.37
C -1.00 -2.99 1.37
C -1.75 -4.30 1.08
C 0.35 -3.32 2.03
C -1.82 -2.23 2.42
H 2.88 5.24 2.47
H 2.81 3.54 1.96
H 1.69 4.16 3.19
H 1.82 5.02 0.27
H -0.22 5.76 2.44
H -0.30 6.27 0.75
H 1.02 6.84 1.78
H 0.85 3.76 -1.29
H -0.23 2.85 -2.94
H -1.84 0.26 -2.89
H -1.31 1.18 -4.29
H -2.46 1.88 -3.14
H 0.88 0.15 -2.08
H 1.78 1.61 -2.37
H 1.02 0.78 -3.73
H -0.31 3.14 2.74
H -2.38 0.18 1.98
H -2.78 2.90 3.29
H -3.72 1.44 3.64
H -3.80 2.19 2.03
H -0.73 1.57 4.14
H -0.22 0.12 3.28
H -1.66 0.09 4.31
H -3.65 2.10 -0.63
H -5.67 0.75 -1.07
H -5.49 -1.75 -1.03
H -3.32 -2.78 -0.60
H 1.69 -3.46 -0.66
H 1.29 -4.28 -2.16
H 0.45 -4.74 -0.69
H 1.46 -1.48 -2.09
H -0.06 -1.06 -2.91
H 0.88 -2.46 -3.44
H -1.89 -4.19 -1.78
H -0.91 -3.99 -3.23
H -2.03 -2.71 -2.75
H -1.32 -4.88 0.28
H -2.80 -4.13 0.86
H -1.71 -4.91 1.99
H 1.00 -3.93 1.40
H 0.17 -3.87 2.96
H 0.91 -2.42 2.26
H -2.77 -1.87 2.03
H -1.26 -1.37 2.81
H -2.03 -2.90 3.26
O 6.53 -1.65 0.09
Cl 7.28 -1.79 -1.15
O 7.06 -3.09 -1.71
O 8.68 -1.58 -0.90
O 6.77 -0.78 -2.07
O 4.00 4.07 -1.62
C 4.14 2.90 -1.24
O 3.40 2.24 -0.46
H 5.03 2.35 -1.65
O 3.14 -5.39 -0.33
S 3.51 -3.96 -0.48
N 2.55 -2.96 -0.97
*
```

---

4.
A molecular structure, C23H74BF6N2O19S2V in a non-equilibrium geometry, computed with ωB97M-V/def2-TZVPD.

The calculation puts the calculated total energy at -4823.54715 a.u. The LUMO energy (spin up / spin down) comes out at -8.273 / -6.962 eV. The orbital gap (spin up / spin down) is 3.53 / 4.84 eV. The HOMO energy (spin up / spin down) comes out at -0.434 / -0.434 Eh.

Geometry as ORCA input:
```
! wB97M-V def2-TZVPD RIJCOSX def2/J DEFGRID3
* xyz 1 4
V -1.58 -3.36 -3.13
B 1.15 -4.91 -4.11
F 0.24 -3.99 -3.66
F 1.66 -4.54 -5.34
F 2.16 -5.00 -3.20
F 0.52 -6.06 -4.10
N -3.42 -2.73 -2.79
S -4.74 -2.10 -3.40
O -4.81 -0.65 -3.29
O -5.88 -2.97 -3.62
F -4.00 -2.15 -4.87
S -4.26 -2.57 -1.24
O -5.47 -3.33 -0.87
O -4.13 -1.28 -0.57
F -3.16 -3.48 -0.51
C 2.50 -1.62 -1.89
C 1.75 -1.15 -0.70
C 2.30 0.25 -0.30
C 1.44 1.08 0.70
C 0.11 1.27 0.02
C -0.69 -0.10 -0.41
N 0.31 -1.00 -1.16
O -0.38 -2.28 -1.59
C -1.76 0.39 -1.40
C -1.28 -0.68 0.95
C 1.88 -2.13 0.54
H 2.09 -1.08 -2.74
H 2.37 -2.67 -2.13
H 3.59 -1.56 -1.80
H 2.30 0.99 -1.10
H 3.31 0.16 0.11
H 1.93 2.02 0.96
H 1.34 0.49 1.61
H 0.01 2.14 -0.62
H -0.50 1.72 0.80
H -2.21 -0.47 -1.90
H -1.31 1.00 -2.18
H -2.59 0.91 -0.91
H -0.59 -0.58 1.78
H -1.65 -1.70 0.79
H -2.11 -0.02 1.18
H 2.91 -2.00 0.88
H 1.59 -3.15 0.31
H 1.23 -1.73 1.32
C -2.16 4.28 -1.12
O -1.85 5.41 -0.36
H -2.26 4.58 -2.16
H -1.35 3.55 -1.12
H -3.03 3.69 -0.83
H -2.59 6.02 -0.35
C 4.75 -1.61 -5.08
O 4.75 -0.25 -5.55
H 5.30 -2.27 -5.75
H 5.32 -1.64 -4.15
H 3.74 -2.01 -5.10
H 4.54 0.33 -4.81
C -0.01 -1.54 -5.29
O -1.24 -1.69 -4.55
H 0.19 -0.49 -5.48
H 0.85 -1.81 -4.68
H -0.19 -2.06 -6.24
H -1.70 -0.88 -4.74
C -0.18 -4.66 2.37
O -0.85 -5.87 2.84
H 0.28 -4.14 3.21
H 0.61 -4.93 1.68
H -0.88 -3.95 1.92
H -1.76 -5.71 3.09
C 4.68 3.66 1.59
O 4.36 3.59 3.00
H 3.79 3.36 1.03
H 5.11 4.64 1.37
H 5.44 2.92 1.35
H 4.51 4.47 3.35
C -2.02 3.19 3.33
O -3.29 3.47 2.62
H -2.20 2.50 4.15
H -1.33 2.77 2.60
H -1.53 4.11 3.65
H -3.79 4.21 2.97
C 0.63 1.04 4.74
O 0.03 1.96 5.71
H -0.15 0.81 4.01
H 1.53 1.31 4.18
H 0.94 0.08 5.15
H -0.59 1.42 6.21
C 1.61 1.51 -4.09
O 2.18 2.78 -3.93
H 2.37 0.91 -4.59
H 1.31 1.08 -3.13
H 0.83 1.73 -4.81
H 1.59 3.42 -3.55
C -6.23 1.58 -0.98
O -7.29 1.51 0.01
H -5.20 1.54 -0.63
H -6.34 0.80 -1.74
H -6.25 2.53 -1.52
H -8.05 1.94 -0.39
C -2.90 -1.89 4.17
O -2.52 -2.96 4.97
H -3.87 -1.95 3.67
H -2.75 -0.92 4.65
H -2.18 -2.01 3.36
H -2.10 -2.60 5.76
C 0.64 5.41 2.17
O -0.03 6.39 1.38
H 0.35 4.40 1.87
H 1.72 5.45 2.10
H 0.23 5.53 3.18
H -0.79 6.04 0.90
C 6.44 -0.06 0.12
O 6.65 -0.24 1.47
H 5.49 0.41 -0.11
H 7.27 0.58 -0.18
H 6.41 -1.05 -0.33
H 5.92 0.12 1.97
C 4.99 -2.55 3.49
O 4.18 -1.51 4.00
H 4.87 -3.40 4.17
H 4.53 -2.95 2.59
H 6.07 -2.40 3.46
H 4.59 -0.68 3.78
C -5.10 0.13 2.13
O -6.22 -0.64 1.71
H -4.29 -0.56 1.88
H -4.96 1.04 1.54
H -5.01 0.45 3.17
H -6.73 -0.11 1.09
*
```